No. 1
ORCA calculation (ωB97M-V/def2-TZVPD) on 5 unconnected molecules or ions with the total composition C36H42F4N8O8S4 in a non-equilibrium geometry.

Properties
Relative energy (zero: lowest compared OMol25 entry of this formula, charge and spin) in kcal/mol: 183.0
Total charge: +4
Lowest unoccupied orbital energy in eV: -11.584
Maximum force in eV Å⁻¹: 11.77
Kohn-Sham gap in eV: 2.195
2S+1: 1

Last column: Mulliken charge in e.
Positions of all 102 atoms, in Å:
C -11.42 3.47 1.53  -0.864
N -10.15 3.47 0.75  -0.032
C -9.50 2.31 0.53  -0.212
C -8.20 2.31 -0.02  -0.716
C -7.58 3.49 -0.41  0.703
C -8.34 4.68 -0.20  -0.636
C -9.60 4.66 0.43  -0.323
C -6.25 3.44 -1.00  0.494
C -5.95 4.05 -2.28  -0.703
C -4.58 4.08 -2.71  -0.207
N -3.61 3.47 -1.95  0.007
C -3.86 2.77 -0.82  -0.692
C -5.14 2.76 -0.34  -0.552
C -2.21 3.48 -2.48  -0.844
H -11.84 2.46 1.51  0.285
H -12.18 4.13 1.11  0.378
H -11.16 3.90 2.50  0.398
H -9.92 1.40 0.92  0.396
H -7.69 1.36 -0.02  0.481
H -7.93 5.65 -0.44  0.522
H -10.28 5.47 0.66  0.502
H -6.69 4.57 -2.86  0.587
H -4.25 4.66 -3.55  0.443
H -2.95 2.42 -0.37  1.087
H -5.27 2.20 0.57  0.498
H -2.03 2.41 -2.58  0.339
H -1.58 4.01 -1.77  0.309
H -2.18 3.84 -3.51  0.353
C 3.94 -6.29 -1.55  -1.074
N 4.39 -5.12 -0.79  0.347
C 5.12 -5.36 0.30  -0.288
C 5.44 -4.34 1.17  -0.761
C 5.01 -3.06 0.92  0.734
C 4.27 -2.82 -0.25  0.118
C 3.89 -3.93 -1.04  -0.562
C 5.22 -1.98 1.90  0.577
C 4.89 -2.16 3.26  -0.862
C 5.31 -1.18 4.18  -0.281
N 6.02 -0.09 3.76  0.004
C 6.32 0.13 2.47  -0.292
C 5.93 -0.79 1.48  -0.642
C 6.40 0.89 4.81  -0.899
H 3.81 -6.10 -2.61  0.356
H 3.04 -6.59 -1.00  0.459
H 4.60 -7.15 -1.55  0.344
H 5.54 -6.34 0.50  0.448
H 6.09 -4.76 1.93  0.501
H 3.89 -1.83 -0.43  0.398
H 3.16 -3.92 -1.84  0.333
H 4.14 -2.87 3.58  0.470
H 4.96 -1.09 5.20  0.495
H 6.88 1.02 2.22  0.426
H 6.09 -0.70 0.41  0.585
H 5.53 1.42 5.19  0.384
H 7.05 1.63 4.35  0.279
H 6.84 0.40 5.68  0.384
C 0.32 -2.08 -2.96  -0.820
N -0.41 -1.68 -1.78  0.247
C 0.25 -1.68 -0.59  -0.414
C -0.29 -1.13 0.53  -0.457
C -1.44 -0.39 0.42  0.869
C -2.13 -0.38 -0.79  -0.242
C -1.61 -1.01 -1.90  -1.281
C -1.90 0.37 1.59  0.398
C -3.22 0.32 2.02  -0.630
C -3.72 1.23 3.02  -0.321
N -2.85 2.18 3.49  0.071
C -1.54 2.20 3.13  -0.429
C -1.06 1.31 2.17  -0.633
C -3.37 3.14 4.47  -0.944
H 0.38 -1.22 -3.63  0.472
H -0.15 -2.98 -3.35  0.333
H 1.36 -2.22 -2.65  0.113
H 1.24 -2.12 -0.62  0.375
H 0.17 -1.14 1.51  0.583
H -3.06 0.15 -0.94  0.769
H -1.99 -1.09 -2.90  0.526
H -3.89 -0.39 1.56  0.609
H -4.77 1.25 3.27  0.461
H -0.93 3.07 3.33  0.458
H -0.07 1.43 1.76  0.619
H -4.20 2.69 5.01  0.333
H -3.67 3.99 3.85  0.385
H -2.54 3.48 5.10  0.390
N 7.36 -4.49 -2.49  -0.086
S 6.91 -3.30 -3.57  1.139
O 5.77 -3.49 -4.37  -0.571
O 8.10 -2.66 -4.17  -0.591
F 6.34 -2.24 -2.45  -0.248
S 7.83 -5.44 -3.51  0.958
O 9.20 -5.30 -3.93  -0.607
O 6.84 -6.06 -4.40  -0.609
F 8.11 -6.64 -2.44  -0.346
N 2.26 0.43 -2.53  -0.035
S 3.93 0.47 -2.68  0.815
O 4.68 0.05 -1.50  -0.362
O 4.46 1.53 -3.47  -0.505
F 4.06 -0.88 -3.55  -0.237
S 2.22 1.47 -1.39  0.872
O 2.65 2.85 -1.62  -0.591
O 2.33 0.89 -0.07  -0.598
F 0.60 1.59 -1.41  -0.228

---

No. 2
ORCA calculation (ωB97M-V/def2-TZVPD) on a molecular structure, C19H13Br2Cl2NO6STi.

Properties
Relative energy (zero: lowest compared OMol25 entry of this formula, charge and spin) in kcal/mol: 0.0
Total charge: -2
Lowest unoccupied orbital energy in eV: 3.679
Maximum force in eV Å⁻¹: 0.49
Kohn-Sham gap in eV: 6.041
2S+1: 1

Last column: natural (NBO) charge in e.
Positions of all 45 atoms, in Å:
Ti 0.64 -0.18 -0.78  1.540
C -4.12 -1.23 -1.44  -0.666
C -3.91 -0.26 -0.32  0.262
C -4.96 0.57 0.15  -0.247
C -4.73 1.45 1.16  -0.152
C -3.43 1.57 1.70  -0.133
C -3.06 2.45 2.75  -0.085
Br -4.36 3.58 3.56  -0.009
C -1.78 2.51 3.20  -0.240
C -0.78 1.71 2.61  -0.193
Br 0.98 1.84 3.26  0.057
C -1.05 0.84 1.56  0.436
O -0.14 0.13 0.99  -0.700
C -2.43 0.74 1.15  0.131
N -2.71 -0.18 0.19  -0.438
H -5.17 -1.32 -1.71  0.194
H -3.72 -2.22 -1.21  0.267
H -3.56 -0.90 -2.32  0.264
H -5.94 0.48 -0.30  0.205
H -5.52 2.08 1.54  0.215
H -1.50 3.18 4.00  0.227
O 3.66 -2.28 0.85  -0.632
C 3.28 -1.25 0.32  0.805
O 2.17 -1.20 -0.37  -0.679
C 4.11 0.00 0.39  -0.225
C 5.42 -0.19 0.85  -0.149
C 6.32 0.85 0.96  -0.284
C 5.90 2.13 0.60  -0.226
C 4.62 2.33 0.14  -0.191
C 3.68 1.28 0.02  -0.121
S 2.10 1.76 -0.55  -0.141
H 5.70 -1.20 1.13  0.228
H 7.33 0.67 1.32  0.192
H 6.58 2.97 0.67  0.190
H 4.29 3.33 -0.13  0.202
O -0.68 -1.81 -0.75  -0.960
H -1.46 -1.39 -0.33  0.517
H -1.06 -2.46 -1.43  0.528
Cl -2.26 2.31 -3.83  -0.086
C -0.97 1.13 -3.84  -0.455
Cl -1.78 -3.73 -2.76  -0.893
C -0.37 0.75 -2.71  0.586
O 0.61 -0.18 -2.66  -0.653
O -0.61 1.16 -1.48  -0.702
H -0.75 0.68 -4.80  0.211

---

No. 3
ORCA calculation (ωB97M-V/def2-TZVPD) on 9 unconnected molecules or ions with the total composition C41H68F19NO34PS8 in a non-equilibrium geometry.

Properties
Total charge: -1
Lowest unoccupied orbital energy in eV: 0.591
Maximum force in eV Å⁻¹: 6.49
Kohn-Sham gap in eV: 5.608
2S+1: 1

Last column: Mulliken charge in e.
Positions of all 172 atoms, in Å:
C -1.96 -0.17 -4.35  -0.723
C -3.34 0.51 -3.81  0.285
C -3.70 1.84 -4.76  -0.707
C -3.44 0.79 -2.21  0.644
C -4.41 -0.24 -1.38  -1.111
C -1.96 0.88 -1.43  0.000
O -1.30 2.01 -1.93  0.676
P 0.16 2.59 -1.22  1.545
F 1.61 3.31 -0.64  -0.650
C 1.02 1.68 -2.69  -0.633
C 2.55 1.23 -2.46  1.210
C 3.02 0.46 -3.87  -0.356
N 2.98 -1.06 -3.62  -0.705
C -0.95 3.46 0.09  -0.287
C -0.30 4.72 0.86  0.069
C 0.26 4.42 2.41  -0.672
C -0.87 3.76 3.40  0.801
F -0.80 2.25 3.45  -0.207
F -2.28 4.04 2.92  -0.313
C -0.83 4.35 4.95  0.469
F -0.97 5.84 4.98  -0.209
F -2.00 3.84 5.77  -0.252
F 0.48 3.94 5.56  -0.239
C 0.47 1.05 -0.10  -1.474
C 1.81 1.13 0.85  -0.026
C 2.04 -0.39 1.52  0.987
F 3.13 -1.02 0.69  -0.394
F 0.86 -1.28 1.36  -0.326
C 2.55 -0.17 3.06  0.702
F 3.69 0.82 2.95  -0.318
F 1.56 0.55 3.94  -0.329
C 3.13 -1.45 3.85  0.498
F 4.63 -1.50 3.69  -0.303
F 2.94 -1.16 5.33  -0.288
C 2.52 -2.91 3.58  0.429
F 3.34 -3.86 4.44  -0.317
F 2.69 -3.46 2.20  -0.222
C 0.96 -3.17 4.00  0.712
F 0.11 -1.97 4.11  -0.224
F 0.35 -4.01 2.90  -0.295
C 0.75 -4.04 5.39  0.486
F 1.04 -5.51 5.21  -0.232
F 1.38 -3.45 6.58  -0.209
F -0.74 -3.99 5.65  -0.260
C -0.04 4.12 -2.38  -0.750
C 1.57 4.79 -2.74  0.665
C 1.93 6.27 -1.89  -0.789
O 1.57 6.16 -3.50  -0.532
H -1.59 -1.03 -3.64  0.005
H -2.17 -0.67 -5.41  0.378
H -1.15 0.67 -4.45  0.086
H -4.22 -0.26 -4.08  0.495
H -4.53 1.54 -5.54  0.298
H -4.06 2.73 -4.09  -0.161
H -2.78 2.18 -5.41  0.268
H -3.91 1.88 -2.07  -0.304
H -5.53 -0.05 -1.70  0.366
H -4.06 -1.34 -1.63  0.075
H -4.22 -0.02 -0.23  0.291
H -1.49 -0.20 -1.61  -0.178
H -2.29 1.03 -0.29  -0.154
H 0.95 2.27 -3.72  0.276
H 0.40 0.68 -2.89  -0.315
H 3.34 2.08 -2.30  -0.748
H 2.72 0.37 -1.64  -0.171
H 4.12 0.71 -4.18  0.243
H 2.21 0.71 -4.69  0.284
H 2.20 -1.30 -2.94  0.226
H 2.72 -1.58 -4.49  0.267
H -1.87 3.89 -0.53  -0.255
H -1.43 2.74 0.88  0.263
H -1.21 5.47 1.07  0.219
H 0.48 5.38 0.29  -0.218
H 1.30 3.88 2.42  0.320
H 0.47 5.51 2.85  0.349
H -0.37 0.88 0.73  0.274
H 0.62 0.09 -0.79  0.215
H 2.82 1.34 0.30  0.019
H 1.57 1.84 1.74  -0.187
H -0.51 3.86 -3.42  0.185
H -0.61 5.02 -1.89  0.196
H 2.51 3.99 -2.92  0.057
H 3.02 6.68 -1.88  0.158
H 1.01 6.96 -1.63  0.249
C -2.81 -5.26 0.52  -0.400
C -4.26 -5.15 0.07  -0.293
O -4.26 -4.16 -0.96  -0.326
S -2.84 -4.23 -1.75  0.890
O -3.02 -5.02 -2.95  -0.575
O -2.26 -2.90 -1.77  -0.208
O -2.03 -5.13 -0.66  -0.211
H -2.55 -4.43 1.20  0.266
H -2.60 -6.21 1.02  0.326
H -4.93 -4.86 0.88  0.371
H -4.61 -6.09 -0.37  0.247
C 5.81 5.04 0.54  -0.371
C 5.65 3.57 0.16  -0.080
O 5.25 3.58 -1.21  -0.174
S 5.94 4.87 -1.95  1.022
O 7.13 4.41 -2.62  -0.621
O 4.90 5.62 -2.61  -0.414
O 6.39 5.67 -0.60  -0.345
H 4.85 5.51 0.74  0.273
H 6.46 5.17 1.41  0.341
H 4.90 3.06 0.77  0.026
H 6.60 3.03 0.23  0.312
C -5.39 7.40 -2.14  -0.331
C -6.31 6.85 -3.23  -0.422
O -5.54 5.85 -3.90  -0.330
S -4.53 5.15 -2.82  1.196
O -5.15 3.93 -2.36  -0.622
O -3.19 5.20 -3.35  -0.557
O -4.67 6.27 -1.64  -0.234
H -4.66 8.10 -2.56  0.306
H -5.95 7.88 -1.34  0.291
H -6.63 7.62 -3.94  0.306
H -7.19 6.37 -2.80  0.309
C 0.32 -8.79 -3.20  -0.347
C 0.36 -7.45 -3.93  -0.289
O -1.00 -7.17 -4.28  -0.333
S -1.98 -7.80 -3.13  0.841
O -2.32 -6.74 -2.21  -0.281
O -2.96 -8.63 -3.78  -0.600
O -0.87 -8.76 -2.41  -0.315
H 0.23 -9.62 -3.91  0.283
H 1.19 -8.94 -2.56  0.309
H 0.99 -7.48 -4.82  0.322
H 0.71 -6.65 -3.27  0.262
C -1.70 9.94 3.12  -0.385
C -1.87 8.47 2.73  -0.183
O -2.26 8.49 1.36  -0.211
S -1.57 9.77 0.63  1.065
O -0.38 9.31 -0.05  -0.478
O -2.61 10.53 -0.03  -0.574
O -1.12 10.57 1.97  -0.336
H -2.67 10.41 3.31  0.308
H -1.05 10.07 3.99  0.301
H -2.61 7.97 3.35  0.364
H -0.91 7.94 2.80  0.122
C -0.27 -8.60 5.29  -0.231
C 0.76 -8.79 6.40  -0.324
O 0.92 -10.20 6.53  -0.318
S 0.69 -10.89 5.07  1.131
O 1.99 -11.12 4.47  -0.563
O -0.31 -11.93 5.20  -0.550
O 0.01 -9.61 4.33  -0.283
H -1.29 -8.76 5.67  0.290
H -0.21 -7.61 4.84  0.192
H 0.45 -8.35 7.35  0.339
H 1.73 -8.37 6.11  0.310
C 1.85 -14.25 7.68  -0.236
C 0.61 -14.46 6.81  -0.282
O -0.01 -15.63 7.33  -0.323
S 0.25 -15.71 8.93  1.087
O -0.90 -15.18 9.61  -0.539
O 0.82 -17.01 9.24  -0.531
O 1.44 -14.60 9.01  -0.325
H 2.66 -14.91 7.38  0.303
H 2.20 -13.21 7.66  0.255
H 0.86 -14.58 5.76  0.314
H -0.09 -13.62 6.92  0.288
C 3.78 7.02 -7.49  -0.292
C 2.70 7.50 -6.52  -0.147
O 1.80 8.27 -7.32  -0.319
S 1.77 7.65 -8.83  1.102
O 0.62 6.78 -8.93  -0.537
O 2.03 8.72 -9.76  -0.544
O 3.10 6.72 -8.71  -0.334
H 4.50 7.82 -7.69  0.294
H 4.31 6.14 -7.12  0.295
H 3.10 8.10 -5.71  0.279
H 2.14 6.65 -6.11  0.189

---

No. 4
ORCA calculation (ωB97M-V/def2-TZVPD) on 4 unconnected molecules or ions with the total composition C2H11NO5 in a non-equilibrium geometry.

Properties
Relative energy (zero: lowest compared OMol25 entry of this formula, charge and spin) in kcal/mol: 23.3
Lowest unoccupied orbital energy in eV: 0.597
SMILES string: O=CNCO.O.O.O
Maximum force in eV Å⁻¹: 2.65
Kohn-Sham gap in eV: 10.961
2S+1: 1

Last column: natural (NBO) charge in e.
Positions of all 19 atoms, in Å:
O -1.22 0.98 -0.40  -0.685
C -0.28 1.54 0.18  0.546
N 1.05 1.32 -0.09  -0.629
C 1.30 0.94 -1.54  0.105
O 0.45 1.63 -2.36  -0.734
H -0.55 2.10 1.07  0.145
H 1.69 2.00 0.32  0.396
H 2.33 1.21 -1.74  0.188
H 1.08 -0.12 -1.61  0.167
H -0.49 1.45 -2.36  0.508
H -0.23 -2.89 2.26  0.469
H -0.61 -2.70 0.72  0.499
O 0.05 -3.04 1.36  -0.989
H 0.80 -0.94 1.98  0.480
H 1.07 -0.65 3.33  0.460
O 0.72 -0.17 2.56  -0.944
H -1.51 -1.03 -0.62  0.507
H -1.61 -2.55 -1.06  0.476
O -1.84 -1.90 -0.37  -0.964